(1)
# C18H38ClN4O10V

A structure of composition C18H38ClN4O10V in a non-equilibrium geometry (ωB97M-V with the def2-TZVPD basis set, OMol25).

Summary:
Net charge   -2
Gap between HOMO and LUMO   6.21 eV

Last column: Löwdin charge in e.
CARTESIAN COORDINATES (ANGSTROEM)
O -0.6479 1.3917 -0.7098  -0.37
V -0.4268 0.3298 0.3621  0.81
O 1.0356 -0.3332 0.2188  -0.42
N -1.8611 -1.4672 3.2771  -0.58
O -0.8421 -1.0185 2.6400  -0.17
O -2.1276 -1.1373 4.4609  -0.07
O -2.6121 -2.2692 2.6840  -0.06
N -3.5815 0.9563 1.8369  -0.58
O -3.9808 1.4550 2.8938  -0.04
O -2.3670 1.1396 1.4974  -0.17
O -4.3289 0.3128 1.0926  -0.03
Cl -1.9923 -1.4404 -0.9387  -0.16
C -3.1547 1.4855 -6.1926  -0.07
C -3.0412 1.8371 -4.7161  -0.51
C -2.0828 3.0377 -4.6014  -0.13
C -2.2137 3.9649 -3.3962  -0.17
C -3.7014 4.2771 -3.1764  -0.14
C -4.6000 3.0443 -3.0409  -0.51
N -4.3720 2.1130 -4.1740  -0.11
O -5.2754 1.0457 -4.2715  0.00
C -4.5298 2.3064 -1.6609  -0.01
C -6.0174 3.5066 -3.0769  -0.08
C -2.3685 0.6294 -4.0163  -0.04
H -3.7428 0.5797 -6.3742  0.07
H -2.2388 1.3659 -6.7684  0.08
H -3.8193 2.2327 -6.6494  0.08
H -1.0456 2.7259 -4.7322  0.12
H -2.3086 3.6046 -5.5152  0.10
H -1.6372 4.8922 -3.3706  0.10
H -1.9067 3.5352 -2.4355  0.11
H -4.0163 4.9319 -3.9952  0.11
H -3.8325 4.7833 -2.2171  0.12
H -4.9616 2.8579 -0.8255  0.09
H -5.1361 1.4083 -1.7874  0.09
H -3.5585 1.9319 -1.3427  0.07
H -6.1856 3.8198 -4.1156  0.09
H -6.7696 2.7881 -2.7556  0.08
H -6.1181 4.3346 -2.3714  0.08
H -1.4958 0.2409 -4.5307  0.09
H -3.1470 -0.1217 -3.8373  0.07
H -2.2863 0.8073 -2.9436  0.04
H -5.7430 1.2473 -5.0884  0.10
C 4.1871 -4.7365 3.2498  -0.03
C 5.1742 -3.5641 2.9780  -0.52
C 4.9727 -3.1096 1.5378  -0.16
C 3.6533 -2.3572 1.2844  -0.14
C 3.8538 -1.0682 2.0741  -0.14
C 4.0737 -1.3002 3.5869  -0.47
N 4.9308 -2.4667 3.9123  -0.12
O 5.1157 -2.7988 5.2609  -0.01
C 4.7305 -0.0715 4.2803  -0.04
C 2.6567 -1.4177 4.2272  -0.03
C 6.5901 -4.1196 3.1106  -0.05
H 3.1481 -4.4370 3.4099  0.08
H 4.1718 -5.3389 2.3414  0.08
H 4.4285 -5.2062 4.2043  0.07
H 5.8078 -2.4833 1.2085  0.11
H 5.0019 -3.9759 0.8694  0.11
H 3.4314 -2.1573 0.2398  0.11
H 2.8308 -2.9074 1.7415  0.11
H 2.9213 -0.5094 2.0133  0.10
H 4.7135 -0.4771 1.7484  0.11
H 4.1461 0.8496 4.2973  0.08
H 5.5558 0.1715 3.6008  0.07
H 5.0588 -0.2843 5.2949  0.07
H 2.7286 -1.6169 5.2992  0.08
H 1.9906 -2.1433 3.7610  0.08
H 2.1546 -0.4509 4.1701  0.08
H 6.8903 -4.9891 2.5259  0.08
H 7.3201 -3.3423 2.8572  0.08
H 6.7932 -4.3563 4.1590  0.07
H 6.0068 -2.4682 5.4199  0.09

***

(2)
# C18H29N3O3S

A cluster of 2 separate species, C18H29N3O3S in total in a non-equilibrium geometry (ωB97M-V with the def2-TZVPD basis set, OMol25).

Summary:
SMILES string   CNC(=O)[C@H](CCSC)NC(C)=O.N[C@H]1CCc2ccccc2[C@@H]1O
Gap between HOMO and LUMO   9.14 eV

Last column: Löwdin charge in e.
CARTESIAN COORDINATES (ANGSTROEM)
C -4.4060 7.1289 0.1202  -0.05
N -3.2245 6.2836 0.2774  0.02
C -3.2692 4.9513 0.4115  -0.45
O -4.3355 4.3453 0.4434  0.06
C -1.9191 4.2060 0.5287  -0.21
C -2.0407 2.7555 1.0421  -0.19
C -2.4703 1.7715 -0.0568  -0.49
S -1.2693 1.5215 -1.4027  0.80
C 0.1080 0.7530 -0.5065  -0.42
N -0.8874 4.9318 1.2930  0.09
C -1.0342 5.3932 2.5366  -0.57
C 0.1579 6.0988 3.1381  0.00
O -2.0626 5.2785 3.1838  0.07
H -4.1125 8.1594 -0.0818  0.08
H -5.0140 6.7584 -0.7080  0.09
H -5.0044 7.0917 1.0329  0.09
H -2.3217 6.7253 0.3173  0.13
H -1.5425 4.1506 -0.4919  0.13
H -2.7631 2.7217 1.8595  0.12
H -1.0811 2.4264 1.4405  0.10
H -2.6629 0.8038 0.4071  0.08
H -3.4085 2.1160 -0.4923  0.07
H -0.2572 -0.0974 0.0694  0.03
H 0.5652 1.4775 0.1662  0.03
H 0.8597 0.4130 -1.2190  0.02
H 0.0093 5.0613 0.8545  0.14
H 0.3644 7.0053 2.5731  0.08
H 1.0215 5.4371 3.1185  0.08
H -0.0753 6.3606 4.1700  0.09
N 2.4794 -7.6537 0.5940  0.04
C 1.9305 -6.4890 -0.1236  -0.36
C 1.4824 -5.4283 0.8773  -0.16
C 0.7748 -4.2871 0.1353  -0.14
C 1.5272 -3.8207 -1.0952  -0.16
C 1.1642 -2.6023 -1.6857  -0.04
C 1.8143 -2.1386 -2.8331  -0.09
C 2.8302 -2.9011 -3.4117  -0.08
C 3.1937 -4.1229 -2.8397  -0.02
C 2.5492 -4.5969 -1.6857  -0.10
C 2.9983 -5.8974 -1.0563  -0.30
O 3.2912 -6.9035 -2.0276  -0.03
H 1.7538 -8.1092 1.1494  0.08
H 3.2613 -7.3768 1.1890  0.08
H 1.0676 -6.8028 -0.7249  0.16
H 2.3504 -5.0372 1.4182  0.12
H 0.7976 -5.8658 1.6103  0.11
H 0.6367 -3.4477 0.8238  0.11
H -0.2190 -4.6265 -0.1744  0.12
H 0.3593 -2.0164 -1.2548  0.09
H 1.5243 -1.1919 -3.2797  0.10
H 3.3345 -2.5496 -4.3071  0.10
H 3.9826 -4.7151 -3.2949  0.12
H 3.9012 -5.6911 -0.4722  0.15
H 3.2903 -7.7581 -1.5552  0.09

***

(3)
# C52H53N9O4PRb

A structure of composition C52H53N9O4PRb in a non-equilibrium geometry (ωB97M-V with the def2-TZVPD basis set, OMol25).

Summary:
Net charge   -2
Gap between HOMO and LUMO (spin up / spin down)   3.92 / 4.99 eV

Last column: Löwdin charge in e.
CARTESIAN COORDINATES (ANGSTROEM)
Rb 0.2515 0.0347 0.3680  0.65
C 2.4189 0.9951 6.6305  -0.15
C 1.9338 0.0336 5.7407  -0.12
C 1.1234 0.3973 4.6820  -0.04
C 0.7747 1.7440 4.4542  -0.29
C 1.2438 2.7057 5.3759  -0.05
C 2.0563 2.3280 6.4353  -0.13
N 0.0209 2.0153 3.3350  0.01
N -0.4956 3.2246 3.3526  0.01
C -1.2176 3.5462 2.2401  -0.37
C -2.0191 4.7174 2.3128  -0.05
C -2.7204 5.1389 1.2116  -0.12
C -2.6512 4.4015 0.0229  -0.11
C -1.8801 3.2509 0.0420  -0.17
N -1.1869 2.8149 1.0954  0.07
H 3.0719 0.7141 7.4491  0.07
H 2.2041 -1.0105 5.8774  0.08
H 0.7399 -0.3388 3.9847  0.08
H 0.9708 3.7401 5.2155  0.08
H 2.4237 3.0842 7.1221  0.08
H -2.0573 5.2507 3.2542  0.09
H -3.3300 6.0356 1.2636  0.09
H -3.1643 4.7130 -0.8787  0.08
H -1.8056 2.6454 -0.8594  0.10
O -1.7191 0.0376 2.1238  0.03
C -2.7803 -0.2750 1.8349  -0.16
C -4.0603 -0.6784 1.5964  -0.23
C -5.0715 -0.4740 2.6005  -0.04
C -6.3506 -0.8919 2.3551  -0.12
C -6.6952 -1.5098 1.1402  -0.11
C -5.7111 -1.6961 0.1590  -0.09
C -4.4083 -1.2904 0.3346  -0.33
P -2.9962 -1.4573 -0.8441  1.15
C -3.3153 0.0056 -1.9222  -0.35
C -2.6835 0.0542 -3.1675  -0.10
C -2.8540 1.1442 -4.0060  -0.07
C -3.6564 2.2101 -3.6112  -0.10
C -4.2758 2.1793 -2.3706  -0.11
C -4.1039 1.0848 -1.5293  -0.09
C -3.6465 -2.8122 -1.9101  -0.35
C -4.5331 -2.6220 -2.9704  -0.10
C -5.0266 -3.7067 -3.6851  -0.10
C -4.6369 -4.9987 -3.3503  -0.11
C -3.7495 -5.1961 -2.3001  -0.08
C -3.2565 -4.1121 -1.5824  -0.09
H -4.7980 -0.0051 3.5378  0.11
H -7.1070 -0.7480 3.1178  0.09
H -7.7144 -1.8237 0.9566  0.08
H -5.9813 -2.1751 -0.7738  0.10
H -2.0432 -0.7683 -3.4667  0.10
H -2.3482 1.1693 -4.9634  0.10
H -3.7849 3.0676 -4.2617  0.09
H -4.8869 3.0134 -2.0458  0.10
H -4.5882 1.0818 -0.5592  0.10
H -4.8444 -1.6204 -3.2442  0.10
H -5.7153 -3.5406 -4.5062  0.09
H -5.0134 -5.8443 -3.9152  0.09
H -3.4205 -6.1978 -2.0470  0.10
H -2.5116 -4.2553 -0.8045  0.08
C 0.7653 -1.3106 -4.8772  -0.03
C 0.4705 -1.3571 -3.4011  -0.34
N 0.4804 -0.3125 -2.6600  -0.02
O 0.7723 0.8779 -3.3486  -0.12
C 0.2123 -2.6746 -2.7814  -0.34
C 0.5747 -3.9405 -3.5111  -0.07
N -0.2520 -2.6870 -1.5567  -0.14
O -0.3811 -3.8232 -0.9464  -0.27
H 0.8947 -0.2827 -5.2002  0.06
H -0.0495 -1.7778 -5.4390  0.08
H 1.6795 -1.8696 -5.0946  0.08
H 1.3699 1.3303 -2.7041  0.04
H 0.0485 -4.0367 -4.4677  0.06
H 0.2930 -4.7699 -2.8645  0.05
H 1.6511 -4.0071 -3.7149  0.07
N 3.4746 -2.9194 3.0748  0.09
C 4.5261 -2.1418 2.6325  -0.08
C 3.9557 -1.1306 1.9195  -0.12
N 2.5877 -1.2722 1.9190  0.10
C 2.3249 -2.3461 2.6130  -0.29
C 0.9850 -2.8740 2.8692  -0.28
N -0.0994 -2.5182 2.2342  0.12
C -1.1191 -3.2655 2.7703  -0.12
C -0.6440 -4.0802 3.7540  -0.09
N 0.7103 -3.8252 3.8112  0.09
H 3.5596 -3.7786 3.5823  0.14
H 5.5525 -2.3802 2.8562  0.10
H 4.4373 -0.3078 1.4066  0.10
H -2.1319 -3.1768 2.4008  0.10
H -1.1202 -4.7981 4.4015  0.10
H 1.3476 -4.2155 4.4781  0.14
C 1.8341 3.8824 0.6476  -0.07
C 3.0765 4.2188 -0.1821  -0.37
C 2.6747 4.7092 -1.5794  -0.07
C 4.0543 3.0588 -0.2460  -0.14
C 5.2805 3.1942 0.3908  -0.08
C 6.2658 2.2118 0.3369  -0.15
C 6.0031 1.0804 -0.4268  -0.11
C 4.7892 0.8800 -1.0754  -0.16
C 4.6485 -0.3635 -1.9370  -0.36
C 4.3141 -0.0126 -3.3943  -0.06
C 3.6478 -1.3763 -1.3744  -0.05
C 3.7284 1.8496 -0.9523  -0.31
O 2.5559 1.6667 -1.4732  -0.15
H 1.1521 4.7385 0.7035  0.08
H 2.1001 3.5940 1.6684  0.08
H 1.2978 3.0538 0.1892  0.05
H 3.6035 5.0386 0.3169  0.11
H 2.1812 3.9006 -2.1206  0.07
H 3.5532 5.0238 -2.1528  0.07
H 1.9837 5.5563 -1.5057  0.07
H 5.4744 4.1099 0.9448  0.09
H 7.2101 2.3341 0.8553  0.07
H 6.7713 0.3151 -0.5219  0.09
H 5.6329 -0.8432 -1.9372  0.11
H 3.3427 0.4793 -3.4468  0.06
H 4.2789 -0.9178 -4.0126  0.07
H 5.0676 0.6628 -3.8111  0.07
H 2.6611 -0.9289 -1.2974  0.05
H 3.9522 -1.7219 -0.3815  0.05
H 3.5700 -2.2542 -2.0286  0.08

***

Calculated ΔE to the lowest compared entry with this formula, charge and spin (kcal per mole), listed in the same order as above: 0.0, 0.0, 12.1